No. 1
43
Properties=species:S:1:pos:R:3:forces:R:3:mulliken_spin:R:1 method="wB97M-V/def2-TZVPD" relative_energy_kj_mol=0.0 homo_lumo_gap_ev="9.4 / 9.9" homo_ev="-19.9929 / -20.0031" total_charge=+3 multiplicity=5
Pm -0.28212 2.89232 0.67879 -0.2313 0.3125 0.9087 4.023
O -0.30042 2.95823 -1.53606 -0.0703 0.0943 -1.2050 -0.005
O -2.21829 1.90232 0.82662 -0.1534 -0.1744 0.2566 -0.003
O -0.46222 1.43506 2.60577 0.1028 -0.2759 -0.0933 -0.003
O 1.60869 1.95783 1.20405 0.2232 -0.2292 0.2731 -0.004
N -3.80802 0.51564 1.67715 -0.1403 0.0368 0.0020 0.000
N 3.05803 0.71225 2.43653 0.1535 -0.0105 -0.0124 0.001
C -4.26969 -0.38240 2.75908 -0.0145 -0.0042 0.0136 0.000
C -1.11457 4.16837 -1.72334 0.1769 0.2821 0.0252 0.001
C 1.17446 4.74219 -1.08468 -0.2646 -0.0266 -0.1780 -0.003
C -4.73753 0.73510 0.55052 -0.0474 -0.0472 0.0205 0.000
C -0.30092 5.25045 -0.98046 0.1641 -0.2632 -0.2412 0.000
C 4.21798 1.05566 1.58970 0.0369 -0.0269 0.0295 0.000
C -2.65498 1.09349 1.73271 0.0442 -0.1094 0.0346 0.000
C 1.05758 3.41742 -1.86359 0.1219 0.3198 0.0564 0.000
C 3.32275 -0.18866 3.58106 -0.0107 -0.0031 0.0169 0.000
C 1.87476 1.16647 2.19129 -0.0675 -0.0315 0.0607 -0.002
C 0.71474 0.75307 3.08399 -0.0305 0.0198 -0.0153 -0.001
C -1.72967 0.81178 2.90705 0.0814 0.0000 -0.0641 -0.003
H 0.57477 -0.32770 3.01744 -0.0323 -0.0431 0.0172 0.000
H -3.71573 -1.32095 2.74520 0.0114 0.0119 -0.0531 0.000
H 4.39397 -0.34803 3.64289 0.0187 0.0135 -0.0196 0.000
H 1.11582 3.57109 -2.93725 -0.0537 -0.0646 -0.0846 0.000
H -0.43530 6.22825 -1.43223 -0.0287 0.0773 0.0075 0.000
H 2.83963 -1.15434 3.43394 -0.0034 0.0163 -0.0462 0.000
H 2.99409 0.26082 4.51677 -0.0063 0.0362 -0.0223 0.000
H 1.76285 2.64117 -1.57851 0.0069 -0.0953 0.0362 -0.001
H -5.31824 -0.60340 2.59054 -0.0235 0.0257 -0.0172 0.000
H 1.64857 4.59599 -0.10526 0.0880 0.0854 0.0425 0.001
H -0.63847 5.38978 0.05934 -0.0071 0.1381 0.0755 0.001
H -4.22486 1.21081 -0.27577 0.0468 0.0166 0.0030 0.000
H 4.71063 0.13272 1.29196 -0.0222 -0.0252 0.0061 0.000
H -1.59936 -0.26334 3.03218 0.0367 -0.0394 0.0212 0.000
H 0.90644 1.01748 4.12377 -0.0205 0.0308 0.0590 0.000
H -2.11849 3.97543 -1.34819 -0.0666 -0.0752 0.0385 -0.001
H -4.17729 0.09796 3.73193 0.0008 0.0234 -0.0243 0.000
H -5.56713 1.35652 0.88479 0.0166 -0.0002 0.0446 0.000
H 4.91298 1.65965 2.17068 -0.0171 -0.0030 0.0390 0.000
H -1.17477 4.37812 -2.78729 -0.0405 -0.0694 -0.0885 0.001
H -5.12183 -0.23268 0.23654 0.0225 -0.0133 0.0064 0.000
H 3.89796 1.60102 0.71162 -0.0410 0.0156 -0.0088 0.000
H 1.81083 5.45182 -1.60462 0.0511 0.0480 0.0179 0.001
H -2.13384 1.22435 3.83175 -0.0109 0.0267 0.0618 0.000


No. 2
32
Properties=species:S:1:pos:R:3:forces:R:3:mulliken_charge:R:1 method="wB97M-V/def2-TZVPD" homo_lumo_gap_ev=2.0 homo_ev=-5.7590
Br 3.00296 -0.77094 0.64318 -0.4907 2.7313 3.4698 -0.351
Br -3.50934 -1.27000 4.36254 0.0855 0.0976 -0.1978 -0.248
Cl 3.25059 -4.15031 -0.91697 -0.8311 -0.0289 0.1598 -0.090
Cl 1.86740 -1.69723 -1.66076 -0.7348 -0.7634 -1.7277 -0.066
Cl 5.70296 -3.30642 -2.14392 4.6625 -0.9129 2.5638 -0.645
Cl 3.91477 -2.80328 -3.41255 -4.2938 1.6588 -2.9206 -0.159
N -3.32911 1.30778 3.06811 0.7195 -2.5359 -0.5414 -0.616
N -0.68861 1.43967 -0.32091 0.3431 0.2687 -1.3291 -0.155
C -1.44926 -0.44517 2.37660 0.6377 -1.4616 -0.4443 -0.219
C 2.62184 -3.18342 -2.26214 0.0948 -0.6045 -0.4786 -0.074
C 0.38838 1.04733 -1.03550 -0.4953 0.2141 0.5332 0.662
C -0.33332 0.05171 3.47175 -1.4587 -0.5934 0.2163 -0.776
C -1.68524 2.03950 -1.00814 0.4272 -0.3161 0.6606 -0.264
C -3.00771 -0.14320 2.78625 1.0286 3.4219 -1.9347 0.074
C 0.51398 1.22896 -2.40339 -0.7469 0.5622 0.0389 0.487
C -1.65324 2.26176 -2.37552 0.2733 -0.1352 -0.1297 -0.514
C -0.52978 1.84801 -3.08344 0.1015 0.0011 -0.0911 -0.006
Be 1.80296 0.88706 2.04118 0.9342 -1.8760 -1.1737 0.346
Li 3.00296 0.76206 -4.18382 0.1812 -0.6588 0.1896 0.799
H -1.15395 -0.05219 1.29087 -1.0664 -0.5048 2.5375 -0.059
H -0.46807 2.00635 -4.15618 -0.0747 0.0039 0.0933 0.315
H -2.48386 2.74609 -2.87626 0.0892 -0.0629 0.0761 0.383
H -2.50418 1.93392 2.93967 -0.3027 -1.0299 0.0318 0.167
H -2.53870 2.34711 -0.41094 0.0380 -0.0307 -0.0339 0.409
H -0.50150 1.13579 3.88117 0.4003 -1.9098 -0.9888 0.303
H -0.37471 -0.69015 4.38185 0.4481 1.5252 -1.6864 0.352
H 1.17441 0.56592 -0.46043 -0.0896 0.0554 -0.2496 -0.582
H -3.69704 -0.48271 1.88979 1.3731 0.2913 1.9235 0.324
H -1.33860 -1.63160 2.30769 -0.1544 2.5102 0.2096 0.327
H 0.73959 -0.10747 2.97802 -1.3400 0.0567 0.7910 0.259
H 1.40325 0.89548 -2.92612 -0.0683 -0.1913 0.1666 -0.689
H 1.86018 -3.77043 -2.78170 0.3094 0.2177 0.2660 0.302


No. 3
16
Properties=species:S:1:pos:R:3:forces:R:3:mulliken_charge:R:1 method="wB97M-V/def2-TZVPD" relative_energy_kj_mol=305.3 homo_lumo_gap_ev=8.7 homo_ev=-8.5902
Si -1.62454 -0.74793 -0.46936 3.3463 -1.0407 1.5778 0.521
O 1.12767 0.08873 1.31619 0.0529 0.0625 0.4550 -0.637
C 0.97796 -0.90794 -0.79720 -2.9620 1.3226 -0.7157 -1.114
C 1.29404 0.17659 0.11118 0.6992 0.5744 -1.4589 0.830
C 1.85632 1.44165 -0.51249 0.6288 1.1608 1.0731 -1.189
C -1.87760 -0.28523 1.34284 1.0101 -2.7078 0.8554 -0.874
H -1.83483 -2.19034 -0.46556 -0.3628 -0.2685 -0.9043 -0.075
H -1.94296 0.14921 -1.54982 -0.6085 0.2598 -0.3434 -0.089
H 2.12175 2.16928 0.30495 0.1956 -0.8794 -0.7987 0.315
H -1.01869 0.31736 1.61671 0.1167 0.1312 0.4053 0.280
H -2.73300 0.29018 1.31658 -1.9862 1.5733 0.4154 0.370
H -2.05794 -1.16222 2.17757 0.6853 2.0235 -2.5485 0.264
H 1.10095 1.96647 -1.05467 -0.9724 0.1942 -0.5010 0.271
H 1.16631 -0.91264 -1.92258 -0.1044 -0.1945 1.9947 0.304
H 0.79069 -1.71671 -0.14848 0.3312 -1.9151 -0.1683 0.486
H 2.65387 1.32353 -1.26586 -0.0696 -0.2964 0.6621 0.338


No. 4
69
Properties=species:S:1:pos:R:3:forces:R:3:mulliken_charge:R:1 method="wB97M-V/def2-TZVPD" homo_lumo_gap_ev=8.0 homo_ev=-9.2958
S -0.73638 -0.52348 5.28935 -0.0627 0.0158 0.2155 -0.386
P 3.59622 0.28544 -2.68438 0.0318 0.0090 -0.2579 0.706
O 5.07234 0.15599 -2.08539 -0.0305 0.1396 0.1054 -0.380
O 3.54251 -0.06394 -4.10678 0.0730 0.0972 0.2336 -0.791
O -4.83150 1.50089 2.58339 -0.1886 0.0991 0.1439 -0.345
O 3.13948 1.80466 -2.46783 0.0463 -0.1802 0.1898 -0.376
O -5.01695 -0.92894 -0.49077 0.0132 0.1079 0.0443 -0.641
O -5.64470 -0.82642 -3.75109 0.0558 0.2358 -0.2396 -0.560
O 0.74373 -1.83533 0.41087 0.2467 0.0170 -0.3464 -0.551
O -4.61522 2.04839 0.42242 -0.0044 0.0525 -0.0005 -0.545
O -1.20766 -2.56159 2.21217 -0.0541 -0.0443 0.0749 -0.515
N -2.95318 -0.96190 3.69706 0.3911 0.2019 0.1166 -0.438
C -2.46688 -0.41213 -1.85427 0.0625 -0.0546 -0.1310 -0.132
C -3.98126 -0.76216 0.11437 -0.1702 -0.0248 0.1120 0.075
C -2.97793 -1.02405 2.30445 -0.6554 0.1032 -0.0912 0.287
C -0.28972 -1.32447 -0.31802 0.1461 -0.2398 0.0204 0.453
C 1.88530 -2.07122 2.52404 0.2247 0.1845 -0.1982 -0.528
C 2.72447 2.40480 -1.23316 -0.0903 0.2560 -0.1176 0.149
C -4.28448 -1.08307 -3.46216 0.0898 -0.1340 0.1030 -0.454
C -1.84094 -1.72100 1.62128 0.0249 -0.0376 -0.0697 -0.364
C 1.22942 -1.04532 -2.39647 -0.0521 0.0758 0.0607 -1.432
C 2.53000 -0.72917 -1.63877 0.1442 -0.1638 -0.1384 0.480
C 3.34148 -1.65434 2.72027 -0.0568 0.0603 0.0227 -1.216
C -1.56937 -1.26320 0.22912 -0.0178 -0.0044 0.0917 0.538
C -4.00155 -0.54239 1.59347 0.0510 -0.1011 -0.1374 0.384
C 5.36533 -0.30488 -0.76056 0.1120 -0.1991 0.1040 0.462
C -2.64490 -0.80073 -0.53285 -0.1251 -0.0163 0.0560 1.379
C 1.11411 -1.13542 1.59520 0.0609 0.2638 0.3501 0.287
C -4.35183 3.75505 2.10466 0.0650 0.0247 -0.2262 -1.151
C 6.64899 0.32666 -0.24373 -0.1523 0.1849 -0.0757 -1.441
C -4.61808 2.37508 1.58185 0.0835 -0.1924 0.0356 0.876
C -5.18212 0.16115 2.19023 0.0375 -0.1394 -0.0771 -1.456
C -1.18081 -0.50040 -2.37169 0.0461 0.0744 0.0244 -0.936
C 3.86120 2.72097 -0.26568 -0.1107 0.0237 0.0495 -0.972
C -3.58170 0.07267 -2.73418 -0.1340 -0.0312 0.0017 -1.089
C -0.08084 -0.94418 -1.64934 -0.0022 -0.0105 -0.0004 0.741
C -1.98448 -0.77996 4.39642 -0.0184 -0.1972 -0.1939 0.672
H 1.73138 -0.26729 1.32681 0.0494 -0.0189 -0.1268 0.108
H -4.31802 0.59838 -2.12382 0.0459 0.0779 -0.0667 0.239
H 3.88566 -1.69349 1.77435 0.0341 0.0204 -0.0128 0.156
H -5.03296 4.00995 2.91172 -0.0049 -0.0102 0.0257 0.336
H 1.38498 -2.11194 3.49064 -0.0804 -0.1727 -0.0318 0.250
H 2.34625 -0.25164 -0.68363 -0.0424 0.0960 0.1108 -0.623
H 2.23892 3.33024 -1.53810 0.0188 -0.0254 -0.0789 0.410
H -5.97496 -0.18156 -3.11936 -0.0483 -0.1362 0.1460 0.362
H 4.81246 2.71413 -0.79217 0.0533 0.0048 -0.0101 0.176
H 4.54027 -0.08439 -0.08675 -0.0997 0.1079 0.0270 -0.250
H 1.15550 -0.37111 -3.25072 -0.0496 -0.0717 -0.0445 0.538
H 7.51397 -0.30559 -0.42536 0.0524 0.0312 -0.0571 0.354
H 1.95162 1.79350 -0.76495 -0.0083 -0.0696 0.0220 -0.012
H 0.22949 -0.73852 2.09660 0.1596 0.0331 -0.0604 0.079
H 1.85760 -3.05676 2.06147 -0.1565 -0.1105 0.1797 0.258
H -3.78254 -1.26050 -4.41532 -0.0227 -0.0899 -0.0217 0.400
H -5.52113 -0.32005 3.10471 0.0960 0.0237 0.0196 0.452
H 3.90389 2.02669 0.57413 0.0996 -0.1172 -0.0816 0.202
H -3.16894 0.76790 -3.46493 -0.0811 0.1210 0.0125 0.611
H 1.30361 -2.04188 -2.83527 0.0447 -0.0268 0.0460 0.345
H 3.09895 -1.63414 -1.41900 -0.1339 -0.0629 0.0456 0.626
H -4.19905 -1.99670 -2.86608 -0.0385 0.0312 0.0566 0.303
H 3.71966 3.71549 0.15840 0.0139 -0.0119 -0.0096 0.418
H -4.43962 4.45608 1.27862 -0.0240 0.0274 0.0655 0.342
H 5.46834 -1.39079 -0.80160 -0.0456 -0.0354 0.0180 0.462
H 6.80427 1.28542 -0.73640 0.0432 -0.0051 -0.0194 0.355
H -1.02142 -0.19506 -3.40010 0.0026 0.0240 -0.0130 0.504
H 3.84819 -2.30978 3.42874 0.0057 -0.0373 -0.0370 0.436
H 6.57040 0.52294 0.82607 0.0572 -0.1194 0.0207 0.353
H -3.33054 3.79337 2.48568 -0.0171 -0.0164 0.0592 0.276
H -5.98986 0.17639 1.46069 0.0020 0.0738 -0.0132 0.400
H 3.41511 -0.63742 3.11376 -0.0061 0.0092 -0.0249 0.345


No. 5
42
Properties=species:S:1:pos:R:3:forces:R:3:mulliken_charge:R:1 method="wB97M-V/def2-TZVPD" relative_energy_kj_mol=0.0 homo_lumo_gap_ev=6.6 homo_ev=-3.7422 total_charge=-1
Pd 0.76099 0.34797 1.13416 0.0723 -0.0471 0.1002 0.427
S 2.16153 -0.81696 -1.57683 -0.0176 0.0038 0.0042 1.354
S 1.74009 -0.69937 2.85508 -0.0688 0.0380 0.0178 -0.348
S -0.78737 1.12310 2.54062 0.0122 -0.0478 0.0098 -0.415
F 3.72281 -2.28620 -3.09144 0.0023 0.0035 0.0003 -0.223
F 3.70240 -2.88026 -1.01069 0.0039 0.0075 -0.0046 -0.224
F 4.78535 -1.10800 -1.61983 0.0124 0.0075 0.0002 -0.221
O 1.08136 -1.74482 -1.81373 0.0141 0.0028 -0.0146 -0.655
O 2.29252 0.25925 -2.52859 0.0003 0.0005 -0.0060 -0.634
O 2.33367 -0.42287 -0.17383 0.0289 0.0128 -0.0637 -0.704
N -0.16979 1.17435 -0.52670 0.0222 -0.0321 -0.0817 -0.204
N -2.75621 -1.04894 -1.05185 0.0118 -0.0241 -0.0042 -0.514
C -0.33985 0.46829 4.11047 0.0192 -0.0087 -0.0012 0.510
C -1.24219 0.83524 5.25838 -0.0021 0.0010 0.0018 -1.423
C 3.67801 -1.82566 -1.83208 -0.0152 -0.0179 0.0022 0.326
C -2.49423 2.03096 -2.86615 0.0024 -0.0041 -0.0164 -1.702
C -0.94649 0.25146 -3.75321 -0.0043 0.0253 0.0143 -1.483
C -1.03661 1.56234 -2.96107 -0.0193 -0.0062 0.0066 2.431
C 0.73805 -0.30652 4.24367 -0.0172 0.0095 -0.0049 0.636
C 1.15804 -0.90576 5.55927 0.0018 0.0014 0.0007 -1.409
C -0.55297 1.32985 -1.59218 -0.0130 0.0255 0.0212 -0.648
C -2.03736 -1.69184 -0.42740 -0.0086 -0.0331 0.0540 0.540
C -1.14900 -2.54065 0.35970 -0.0613 -0.0171 -0.0077 -0.598
C -0.13496 2.62827 -3.59452 0.0148 0.0045 -0.0107 -1.650
H -2.86949 2.21467 -3.87485 0.0044 0.0024 0.0007 0.421
H -1.55128 -0.52110 -3.28273 -0.0031 -0.0181 -0.0086 0.302
H -0.70537 1.40317 6.02460 -0.0008 0.0010 -0.0009 0.286
H 0.48255 -1.71010 5.86836 0.0032 -0.0037 -0.0033 0.264
H 1.16197 -0.15688 6.35616 -0.0042 -0.0017 -0.0007 0.284
H 0.08326 -0.09444 -3.81396 0.0147 -0.0057 0.0162 0.302
H 2.16151 -1.32593 5.48777 0.0023 0.0030 0.0009 0.397
H -0.89528 -2.05076 1.29996 -0.0228 0.0506 -0.0213 0.095
H -1.32429 0.44166 -4.76060 -0.0034 -0.0101 0.0022 0.477
H 0.89964 2.28483 -3.60618 -0.0105 0.0093 0.0029 0.304
H -3.10540 1.26267 -2.39326 -0.0024 0.0096 -0.0005 0.355
H -1.66008 -0.05312 5.74136 0.0001 0.0009 -0.0005 0.264
H -0.23201 -2.71207 -0.20108 0.0219 0.0478 -0.0225 0.135
H -1.64719 -3.48978 0.55746 0.0049 0.0056 0.0175 0.367
H -2.07439 1.44902 4.91257 -0.0003 -0.0002 -0.0002 0.394
H -0.19142 3.56953 -3.04616 0.0032 0.0005 0.0034 0.376
H -0.46436 2.80175 -4.62072 -0.0052 0.0022 -0.0006 0.423
H -2.57615 2.95363 -2.28995 0.0069 0.0012 -0.0022 0.384


No. 6
11
Properties=species:S:1:pos:R:3:forces:R:3:mulliken_charge:R:1 method="wB97M-V/def2-TZVPD" relative_energy_kj_mol=453.4 homo_lumo_gap_ev="7.0 / 7.0" homo_ev="-14.3096 / -14.3094" total_charge=+1
N -2.60720 0.34367 0.04870 1.0217 1.9629 -1.1583 0.896
N -2.16287 -0.77592 0.09734 0.0423 -3.5001 0.6177 -0.537
N -3.05782 1.34428 -0.14403 -0.4192 0.1057 0.5179 -0.388
C 1.89558 0.94888 0.29188 -1.6931 -3.0436 -1.5046 -0.390
C -0.87729 -1.27619 0.14666 -0.4016 -0.9617 1.3030 0.082
C 1.35557 -0.01745 -0.51858 0.3349 -0.9567 -1.7235 -0.145
C 0.25207 -0.66478 -0.01535 0.5888 0.6809 -0.4954 0.235
H 2.49146 1.64149 -0.08129 2.9099 3.0186 -2.1159 0.319
H 1.67013 -0.26002 -1.65363 -0.6330 1.0284 2.7810 0.299
H -0.72642 -2.37470 0.53447 -0.6352 1.9107 -0.9014 0.289
H 1.76680 1.09074 1.29384 -1.1157 -0.2450 2.6795 0.341